A molecular structure, C46H126N11O13V in a non-equilibrium geometry. Source: the OMol25 dataset; level of theory: wB97M-V/def2-TZVPD.

Geometry as XYZ:
```
197
Properties=species:S:1:pos:R:3:forces:R:3
H -3.322805 -4.200020 -2.959488 -0.24 -0.14 0.01
H 2.402923 -3.434571 -0.554757 0.21 -0.71 0.04
H 3.836257 1.382632 -2.061325 0.52 -0.34 -0.53
H 7.391093 0.829142 0.747721 0.69 0.23 0.80
C -5.455784 4.379680 -1.692904 0.32 0.45 -0.45
C 7.401302 2.953644 2.544661 -0.85 -0.23 -0.16
H 2.301526 2.774105 0.872485 0.22 -0.12 0.04
H -5.623429 3.304924 -1.762810 1.11 -0.33 -1.07
H 1.317059 -2.153359 3.832982 -0.02 -0.34 0.66
C 1.208478 1.934011 -4.055091 -0.39 -0.41 -0.15
H 2.802956 -2.339125 -4.927408 -0.13 0.29 -0.77
C -0.821559 0.660040 0.466337 -1.56 -1.35 0.18
C 5.738905 1.407675 -0.317270 -0.30 -0.86 0.20
C -0.858048 -4.537605 -3.833571 -1.04 0.18 -0.89
H 1.294944 0.536980 -0.069699 0.10 0.52 0.05
H 6.796187 0.034466 -1.434603 0.03 -0.28 0.17
C -0.711437 -5.389673 0.108519 -0.58 1.15 0.42
H -0.906884 -5.419827 -0.963396 -0.38 -0.68 0.07
O 3.625664 -4.066123 -4.290357 -0.11 -0.42 1.12
H -5.317615 0.528264 3.572483 0.45 0.14 0.25
N 1.901813 -2.849588 -1.208038 -0.95 -0.74 1.29
C 4.844796 0.461518 0.499203 0.22 0.58 0.75
H -2.840179 -0.436009 -2.739168 0.56 -0.26 0.77
C 3.517851 1.333067 -4.881664 0.80 -0.85 -0.47
H 3.808925 -0.703774 2.860968 0.23 -0.05 0.63
H -2.282841 -3.281128 -2.158089 0.00 0.34 0.92
N 2.804272 -1.470297 5.231735 -1.21 -0.20 -0.02
C 2.886852 -4.107185 -3.015594 0.34 0.74 -1.49
H -2.048484 1.015754 4.444196 -0.53 -0.26 -0.07
H 0.516552 2.114061 -3.232333 0.16 -0.62 0.54
H -1.012489 -0.085938 7.197316 0.43 0.52 -0.01
H 2.944446 -3.895007 4.717790 -0.34 -0.58 0.01
H 0.662896 -0.906803 0.588982 -0.30 -0.27 0.02
H 2.155186 -0.215704 2.750642 -0.18 0.04 -0.19
H 3.043052 1.964609 2.325959 0.22 0.03 -0.30
H 4.850323 3.845376 1.634954 0.19 -0.59 -0.33
C -2.081537 4.632680 0.118208 -0.49 -0.03 -1.17
H -3.392857 4.778626 -2.359091 0.29 -0.86 -0.06
O -2.009003 -0.122503 0.334017 0.47 1.13 -0.30
H -4.193990 2.629060 0.261691 0.99 -0.14 -0.95
H 3.901022 -5.624561 2.659815 0.09 -0.06 0.32
N 6.122386 0.775075 -1.567281 -0.04 0.54 -0.44
H -0.074331 -3.124912 -0.722504 0.37 -0.39 0.03
O -1.815153 2.286727 6.031488 0.59 -0.28 1.50
C 1.369091 4.606102 4.861228 -0.20 0.09 0.60
C 6.967403 1.804729 0.509368 -2.43 0.21 -0.44
H -1.492709 -7.835593 -3.737685 -0.39 0.28 0.25
C 2.836675 -5.450848 2.501428 -0.34 0.42 0.63
C -1.892955 -3.361732 -4.095629 0.27 -1.30 0.45
C 3.477059 4.144906 3.837379 -0.29 -0.06 -0.17
C -4.309370 0.847495 -3.113714 1.82 -0.87 -0.07
H 0.700657 1.281481 -4.765313 -0.09 0.00 -0.07
C -6.186037 -0.801999 -5.900837 -0.18 -0.43 0.79
H 3.388910 -3.431191 -6.275315 0.49 0.10 0.35
C -3.140756 1.819834 -3.119297 -0.05 1.22 0.07
H -4.452846 -2.779435 2.437338 0.10 0.40 -0.26
C -3.954477 4.821814 -1.425913 -0.90 -0.86 -0.20
C 2.914200 -3.358577 -5.296805 -0.41 -0.27 0.92
O -1.735576 -4.212252 2.943386 -1.20 -0.26 0.79
H -7.136889 -1.326557 -5.806865 0.06 -0.07 0.35
N 3.127326 1.930888 -2.527108 0.08 1.03 0.60
H 4.804017 0.854120 1.515224 -0.24 0.13 -0.03
H 1.461787 2.663679 2.416055 -0.15 -0.11 -0.01
H -5.901939 -1.933628 3.055696 -0.19 -0.04 -0.40
H 4.477514 5.354875 1.726262 0.13 0.65 -0.30
H -6.271892 0.423791 2.168566 -0.23 -0.19 -0.52
H 0.624002 1.451505 6.665890 0.72 0.35 0.61
H 2.016782 -2.069015 -3.046671 0.09 -0.19 -0.47
H 5.190165 2.312232 -0.579478 -0.13 0.08 0.12
H 4.996623 -0.747529 -6.031133 -0.21 -0.32 0.44
H -2.451989 -3.534768 -5.015216 0.12 -0.27 -0.19
C 2.560308 1.282942 -3.692670 -0.17 0.18 -0.11
H -4.437518 -1.819833 3.938593 0.54 0.45 -0.12
O -3.933999 -2.123157 -0.125635 -1.16 0.56 0.14
C 2.440261 2.792857 1.953460 -0.44 0.73 0.80
C -4.519337 1.694707 1.897644 0.36 -0.45 1.47
O 6.393753 2.556500 1.595303 2.25 -0.57 0.19
H -3.193307 3.811060 6.484217 0.08 -0.68 0.42
C -2.655481 3.365484 5.647365 0.36 -0.59 -0.07
C -5.959468 5.124633 -2.951885 1.47 -0.44 -0.51
H 4.575642 -1.829120 -2.894506 0.09 0.41 -0.02
H 4.559333 1.271577 -4.566030 0.22 -1.35 0.54
H 1.934357 -3.820071 -5.419357 -0.36 0.12 -0.01
H 3.854550 -0.992332 -7.369880 -0.29 0.26 0.16
H -6.970130 4.968703 -3.329174 -0.07 -0.31 0.64
C -4.579549 0.430152 -4.543551 -2.20 -0.64 -0.32
H 2.198277 4.882954 2.308569 0.22 0.30 -0.33
C 3.118686 -3.385090 3.770313 -1.94 -0.66 -0.05
H -2.261618 1.442748 -3.641804 -0.06 -0.30 -0.10
N 0.996155 1.125880 5.785227 0.89 0.16 1.91
N -4.590788 1.720455 0.454311 -0.70 -0.24 -0.48
H -3.955819 5.904462 -1.299512 -0.17 0.17 1.08
H -4.209144 -1.132717 -2.939774 -0.33 -1.01 0.66
H -4.536751 3.852248 1.899421 -0.18 -0.17 -0.76
H 2.197739 -5.966674 3.218223 0.38 -0.60 0.15
H -3.725910 -0.098084 -4.968240 0.28 0.24 -0.09
H 6.601702 1.503632 -2.076761 0.16 -0.10 -0.60
H -0.487601 -6.930291 -2.545148 0.13 -0.40 0.18
O 2.428509 3.700738 4.699922 0.74 0.02 -0.38
C -0.672458 -0.510762 6.252858 -0.54 -1.07 -0.38
C 3.899256 -1.926126 -2.045272 0.49 -0.28 -0.91
H -0.474622 -1.992016 -5.046435 0.30 -0.25 0.10
H -1.575818 -1.009581 5.901828 -0.07 0.00 -0.37
H -2.073586 4.211463 5.281538 0.14 -0.08 -0.73
H 2.456591 0.240178 -3.392708 -0.59 -0.40 -0.73
N -3.790413 -0.388695 -2.400150 -1.53 1.48 -0.19
H 3.816364 0.371487 0.149459 0.12 0.04 -0.20
H -1.414572 4.607368 -0.743544 0.34 0.09 0.09
N 4.086498 4.472817 1.427648 -0.10 0.78 0.86
H -1.808037 -1.192608 -4.318985 -0.35 -0.16 -0.03
C 4.222717 -0.275224 -6.636184 0.13 1.37 0.71
C -4.943713 3.019980 2.473718 -0.64 1.57 0.60
C -1.151365 -2.053591 -4.194185 0.23 0.46 0.07
H -0.021221 -3.657289 2.183292 0.66 0.15 -0.57
H 3.685572 -0.981307 5.166236 0.14 0.00 -0.21
H 3.861919 5.132308 4.092358 -0.21 0.40 0.38
H -5.287331 4.785573 -3.740159 -0.08 -0.02 -0.48
H 2.107480 -0.760753 5.408128 0.18 0.52 0.77
H -0.416212 -3.748221 4.508269 0.73 0.04 -0.60
H 4.328101 3.479591 3.982936 -0.15 -0.38 -0.08
H 8.166754 3.577842 2.083635 -0.14 0.33 -0.01
H -5.782237 6.198593 -2.894582 -0.14 0.06 0.40
O -1.560243 -5.785631 -3.819847 -1.36 1.25 -0.33
H -1.119363 -6.214706 0.692478 0.41 -0.29 -0.33
H 4.448947 -2.446613 -1.261026 -0.01 -0.14 0.11
H -0.629160 -1.880256 -3.253254 0.34 0.04 0.02
H -6.023214 3.154734 2.541723 -0.23 -0.09 -0.33
H -1.702745 -2.620540 4.304147 -0.33 0.22 -0.25
H 0.186036 0.111082 4.277373 -0.81 -0.52 -0.25
C -0.160193 0.501775 5.234232 -0.55 1.14 0.57
H -0.131685 -4.569227 -4.645672 0.37 0.02 -0.08
C -5.230519 0.465949 2.487755 0.34 0.54 0.45
H 1.114297 5.192963 3.978748 0.00 -0.19 -0.18
H -2.215440 5.672570 0.416193 -0.16 0.05 0.10
C -4.822012 -1.874605 2.920136 -0.31 0.50 -0.49
C 3.019673 4.170388 2.383825 -0.33 -1.74 -0.69
H 1.908680 -1.995314 -0.669258 -0.35 0.56 -0.28
H -2.488691 -4.235562 0.556500 -0.15 0.05 -0.25
H 4.747862 0.554872 -7.108696 0.00 -0.03 -0.59
O -4.489769 -0.688034 2.110357 -0.67 -0.54 0.78
H -0.787636 1.629615 -0.030524 -0.64 0.58 -0.22
H 1.218256 2.931116 -4.495319 0.88 -0.01 -0.29
H -1.887498 -4.207621 5.057007 -0.92 -0.33 -0.54
H -5.529110 -1.475824 -6.450845 0.40 0.04 0.13
H 3.667688 2.346049 -5.255185 -1.26 0.30 -0.91
H -4.594182 3.408590 3.430233 0.21 -1.19 0.53
H -1.209003 -2.200000 -0.098667 -0.61 0.73 -0.38
H 0.370295 -5.265646 0.159232 0.13 -0.23 0.51
H 7.611760 2.412244 -0.126120 0.38 0.11 0.28
H 1.593108 5.305537 5.666646 0.05 0.21 0.12
C -1.410062 -4.079309 0.541066 0.67 0.04 -0.41
H -4.895685 1.272000 -5.159552 0.38 0.27 -0.15
C -1.460798 -3.678690 4.204793 0.68 0.12 0.78
H -0.037094 -7.076062 -4.253686 0.43 0.05 -0.11
H 0.238594 -0.431443 -1.065067 -0.20 -0.11 -0.11
H 6.829822 3.455275 3.325604 0.41 0.28 0.04
C -1.249312 1.538072 4.970133 -1.36 0.46 -1.99
H 7.922047 2.106151 2.990417 -0.14 -0.30 -0.03
H 0.023688 -1.320348 6.472074 0.29 0.20 -0.03
C 2.649859 -2.696605 -2.419421 0.47 -0.27 0.39
H 1.949482 -4.641342 -3.170856 -0.35 0.29 -0.15
V -4.168695 -0.526582 -0.080772 3.68 -1.70 -0.78
H 4.207229 -3.363288 3.718317 0.19 0.50 -0.62
N -2.849574 -3.308404 -2.993659 -0.06 0.15 -0.85
H -0.375875 -4.311094 -2.882621 0.17 -0.17 0.18
H 2.611383 -5.852873 1.513645 -0.26 0.51 -0.16
H -6.417447 0.043557 -6.548595 0.37 0.57 0.31
H -7.081175 4.092066 -0.528674 -0.05 0.07 0.15
H 3.583554 -0.962275 -1.646021 0.27 0.13 -0.21
C 2.796238 -1.097011 2.771952 0.23 0.38 0.06
H -1.229461 -2.433996 1.965227 -0.62 0.24 -0.06
C 0.387674 -0.066773 -0.048758 0.82 -0.64 -0.25
O -3.335350 4.051411 -0.341667 -0.08 1.67 -0.48
H -1.616867 4.072521 0.929630 -0.51 -0.30 -0.08
H 1.397839 1.939018 5.340753 -0.15 -0.03 -0.69
H 3.430133 -4.754902 -2.327541 0.51 0.29 -0.02
H -5.748650 4.640921 0.272022 -0.25 -0.09 0.26
N -1.061672 -3.110502 -0.510245 -0.44 0.21 0.68
H 5.264030 -0.533859 0.646060 0.19 -0.16 -0.50
H 0.516488 4.005199 5.177600 -0.19 0.15 -0.09
H -2.804036 2.131566 -2.130585 -0.15 -0.43 0.31
O 3.146028 0.291222 -5.864342 0.49 0.66 0.76
H -3.398108 2.764338 -3.598650 -0.17 0.03 -0.31
H -3.384287 2.963674 4.943457 -0.03 0.44 -0.27
H 2.856484 -1.538588 1.777224 -0.69 -0.41 0.02
O -5.717029 -0.501800 -4.562158 0.36 0.65 -1.05
H -0.643530 0.818859 1.529909 0.10 0.49 0.52
H -3.454392 1.585029 2.102488 0.16 -0.33 0.12
O 2.494623 -4.076057 2.639715 1.03 0.76 0.16
C -1.068815 -3.511150 1.920060 1.21 -0.68 0.10
H -5.183424 1.280728 -2.627469 -0.07 -0.25 -0.05
C 2.392882 -2.023642 3.950827 2.54 -0.27 -2.14
H 2.397631 1.943336 -1.828900 -0.32 0.41 0.13
H -5.531062 1.882957 0.123275 -0.78 -0.22 0.28
C -0.872920 -6.955856 -3.564450 1.05 0.02 0.04
N -6.282657 4.708154 -0.582614 -0.43 1.18 1.61
H -0.920411 2.260367 4.222997 0.60 0.15 -0.25
```
Forces are in eV/Å.

The multiplicity is 3. The value obtained for the total energy is -118433.2855 eV. As for the frontier orbital gap (alpha / beta): 6.448 / 7.484 eV. The HOMO energy (alpha / beta) comes out at -0.22621 / -0.26730 Ha. The calculation puts the largest force on an atom at 4.12 eV Å⁻¹. Its lowest unoccupied orbital energy (alpha / beta) is 0.29 / 0.21 eV.